Record 1
C16H20BrNO4 in the gas phase. Source: the OMol25 dataset; level of theory: ωB97M-V/def2-TZVPD.

Results
2S+1: 1
Energy above the lowest of the compared OMol25 structures with the same formula, charge and spin in eV: 0.000

CARTESIAN COORDINATES (ANGSTROEM)
C  0.6945  -3.4018  3.1208
C  0.1806  -1.9761  3.1946
H  -0.8938  -1.9513  3.4103
H  0.6979  -1.4053  3.9733
O  0.4083  -1.3416  1.9339
C  0.3567  0.0002  1.9294
O  0.1254  0.6564  2.9159
C  0.6490  0.5769  0.6144
C  0.6424  -0.0011  -0.6330
O  1.0184  0.8836  -1.5859
C  1.2826  2.0597  -0.9661
C  1.7052  3.2432  -1.5421
C  1.9015  4.3064  -0.6833
C  1.6921  4.2260  0.7061
C  1.2676  3.0259  1.2588
C  1.0629  1.9413  0.4183
H  1.0966  2.9533  2.3192
O  1.8899  5.2769  1.5262
H  2.1790  6.0525  1.0200
Br  2.4870  5.9752  -1.4151
H  1.8725  3.3337  -2.6027
C  0.1453  -1.3310  -1.1067
N  -1.2525  -1.3031  -1.5181
C  -2.1809  -1.1658  -0.4068
C  -2.3525  -2.4884  0.3336
H  -1.4385  -2.7720  0.8450
H  -2.6154  -3.2723  -0.3713
H  -3.1455  -2.3955  1.0714
H  -1.8717  -0.3790  0.3007
H  -3.1497  -0.8719  -0.8168
C  -1.5441  -0.4065  -2.6263
C  -0.7360  -0.7397  -3.8754
H  0.2994  -0.4266  -3.7752
H  -0.7713  -1.8094  -4.0650
H  -1.1639  -0.2200  -4.7290
H  -2.6046  -0.5389  -2.8579
H  -1.3932  0.6544  -2.3641
H  0.2517  -2.0595  -0.3053
H  0.7442  -1.6523  -1.9605
H  1.7541  -3.4061  2.8792
H  0.1617  -3.9609  2.3558
H  0.5472  -3.8896  4.0799

***

Record 2
A molecular structure, C16H20Cl3FOW. Source: the OMol25 dataset; level of theory: ωB97M-V/def2-TZVPD.

Results
Expectation value of S²: 2.02
Net charge: -2
2S+1: 3

CARTESIAN COORDINATES (ANGSTROEM)
C  -1.0679  0.9591  -1.6862
C  -1.2178  -0.4517  -1.9506
C  0.0787  -1.0534  -1.9149
C  -2.4679  -1.1497  -2.3863
C  1.0367  -0.0241  -1.5950
C  0.3221  1.2202  -1.4599
C  0.9753  2.5658  -1.4190
C  -2.1350  1.9935  -1.7785
C  0.4118  -2.4443  -2.3469
C  2.5215  -0.1570  -1.6781
W  -0.3647  -0.1770  0.0523
Cl  -3.5348  -3.4986  0.3334
Cl  -2.5468  -0.2953  0.7465
Cl  0.2546  -2.3180  0.7029
H  -3.3485  -0.5370  -2.1784
H  -2.5995  -2.1048  -1.8536
H  -2.4348  -1.3415  -3.4694
H  -0.3604  -3.1447  -2.0216
H  1.3765  -2.7586  -1.9460
H  0.4779  -2.5070  -3.4386
H  2.8619  -1.0719  -1.1813
H  3.0171  0.6998  -1.2155
H  2.8554  -0.2067  -2.7251
H  1.9204  2.5145  -0.8748
H  0.3246  3.2701  -0.9006
H  1.1894  2.9374  -2.4296
H  -3.0918  1.6110  -1.4158
H  -2.2600  2.2956  -2.8244
H  -1.8614  2.8651  -1.1837
O  -0.5613  2.4486  1.0922
H  0.2268  2.3328  1.6386
F  1.6622  -0.3989  6.2930
C  1.2451  -0.2874  4.9981
C  2.2156  -0.2608  3.9973
C  1.7754  -0.1958  2.6721
C  0.4155  -0.1619  2.3807
C  -0.5327  -0.1652  3.4066
C  -0.1217  -0.2282  4.7507
H  3.2764  -0.2897  4.2335
H  2.4969  -0.1735  1.8488
H  -1.5854  -0.0847  3.1702
H  -0.8454  -0.2261  5.5567

***

Record 3
A molecular structure, C16H20DyNOS. Source: the OMol25 dataset; level of theory: ωB97M-V/def2-TZVPD.

Results
Expectation value of S²: 9.77
Net charge: -2
2S+1: 6

CARTESIAN COORDINATES (ANGSTROEM)
Dy  -0.0191  -0.1257  0.2212
C  2.1912  0.2599  1.4813
C  2.4677  -0.6303  0.3928
C  2.3865  0.1191  -0.8169
H  2.6466  -1.6978  0.5122
C  1.9241  1.4426  -0.4946
C  1.7507  1.5150  0.9257
H  1.3660  2.3604  1.4659
H  2.4331  0.0250  2.5095
H  2.7453  -0.2156  -1.7819
H  1.8312  2.2645  -1.1839
C  -2.3389  0.1732  1.0507
C  -1.6977  1.4064  1.4222
C  -1.3372  2.0914  0.2359
H  -1.5332  1.8346  2.4148
C  -1.8624  1.3693  -0.8762
C  -2.4852  0.1748  -0.3710
H  -2.9701  -0.5958  -0.9536
H  -2.5879  -0.6749  1.6876
H  -0.7801  3.0200  0.2230
H  -1.8768  1.7303  -1.8903
O  -0.1274  -0.9859  -1.9588
C  -0.1980  -0.6649  -3.4527
C  0.4931  -1.9770  -3.8635
C  0.5564  0.6141  -3.7699
C  -1.6593  -0.5993  -3.8766
C  0.4013  -2.3336  -2.3850
H  1.5305  -1.8450  -4.2090
H  -0.0893  -2.6290  -4.5261
H  -0.3420  -3.1022  -2.1429
H  1.3607  -2.5060  -1.8872
H  0.5442  0.8223  -4.8535
H  1.5991  0.5647  -3.4408
H  0.0854  1.4739  -3.2701
H  -1.7871  -0.8452  -4.9454
H  -2.0433  0.4180  -3.7052
H  -2.2614  -1.2897  -3.2735
S  -0.0447  0.0123  5.2029
C  -0.1376  -0.3338  3.6491
N  -0.1342  -0.6397  2.4733

***

Record 4
C16H20N2O2 in the gas phase. Source: the OMol25 dataset; level of theory: ωB97M-V/def2-TZVPD.

Results
2S+1: 1
Energy above the lowest of the compared OMol25 structures with the same formula, charge and spin in eV: 2.830

CARTESIAN COORDINATES (ANGSTROEM)
O  -1.0803  -6.0241  -1.3026
O  -0.3573  -3.8748  -0.9319
C  -0.3745  -5.0377  -1.6006
C  0.4511  1.1936  -0.6074
C  0.5998  1.7519  0.6331
C  -2.5050  4.1867  3.8919
C  -1.1668  4.5666  4.0707
C  -2.8528  3.3932  2.7873
C  -0.1904  4.2398  3.0945
C  -1.8910  3.0756  1.8083
C  -0.5889  3.5279  1.9334
N  0.6401  -0.1724  -0.9377
N  0.4681  -5.1219  -2.6486
C  0.4329  3.2215  0.8597
C  0.3769  -0.5761  -2.3119
C  1.0612  -1.1716  0.0763
C  1.3617  -3.9859  -2.6127
C  -0.2672  -1.9707  -2.2892
C  1.6207  -2.4152  -0.6276
C  0.6286  -3.0422  -1.5989
H  0.1209  1.8393  -1.4054
H  0.8771  1.1918  1.5109
H  -3.2528  4.5032  4.6074
H  -0.8361  5.1552  4.9325
H  -3.8520  3.0143  2.6440
H  0.8308  4.6064  3.1502
H  -2.2035  2.5061  0.9526
H  0.7672  -6.0407  -2.9610
H  0.1502  3.7025  -0.0613
H  1.3865  3.6898  1.1514
H  1.3156  -0.5312  -2.8818
H  -0.3354  0.1412  -2.7481
H  1.8651  -0.8163  0.6984
H  0.2030  -1.3997  0.7082
H  2.3341  -4.3410  -2.2497
H  1.5134  -3.4685  -3.5536
H  -1.2546  -1.8956  -1.8096
H  -0.4213  -2.2798  -3.2889
H  1.8845  -3.1437  0.1048
H  2.5408  -2.1979  -1.1874

***

Record 5
A gas-phase ion, C16H20N3O4 (charge +1). Source: the OMol25 dataset; level of theory: ωB97M-V/def2-TZVPD.

Results
Net charge: +1
2S+1: 1
Energy above the lowest of the compared OMol25 structures with the same formula, charge and spin in eV: 0.022

CARTESIAN COORDINATES (ANGSTROEM)
C  -5.0616  -0.8265  0.6651
C  -3.6648  -0.5847  0.1302
H  -3.6849  -0.2370  -0.9080
H  -3.1231  0.1565  0.7280
O  -2.9410  -1.8275  0.1788
C  -1.6832  -1.8058  -0.1916
O  -1.0769  -0.8344  -0.5723
C  -1.0292  -3.1903  -0.0644
N  0.2709  -3.1652  -0.6892
C  1.1690  -2.2722  -0.2532
O  1.1488  -1.7653  0.8575
O  2.1446  -2.0632  -1.1714
C  3.0084  -0.9409  -0.9955
C  2.1583  0.2698  -0.7268
N  1.3477  0.8213  -1.4874
C  0.4486  1.7582  -0.9981
C  -0.6320  2.1180  -1.7936
C  -1.5778  2.9954  -1.2948
C  -1.4404  3.5156  -0.0177
C  -0.3550  3.1650  0.7741
C  0.5922  2.2815  0.2936
C  1.8245  1.9139  1.0857
N  2.2772  0.5593  0.7372
C  3.6701  0.2033  1.0619
H  3.7891  0.0256  2.1305
C  3.9495  -1.0475  0.2209
H  4.9925  -1.0995  -0.0811
H  3.7131  -1.9530  0.7793
H  4.3189  1.0301  0.7604
H  1.6634  -0.2152  1.1286
H  1.6337  1.9763  2.1596
H  2.6303  2.6180  0.8378
H  -0.2504  3.5810  1.7651
H  -2.1792  4.2001  0.3688
H  -2.4232  3.2770  -1.9025
H  -0.7170  1.6872  -2.7772
H  3.5332  -0.8691  -1.9501
H  0.3459  -3.4398  -1.6580
H  -0.9197  -3.4088  1.0024
H  -1.6559  -3.9544  -0.5197
H  -5.5722  -1.5699  0.0601
H  -5.0165  -1.1835  1.6899
H  -5.6257  0.1006  0.6371

***

Record 6
A molecular structure, C16H20N4O3RuS2. Source: the OMol25 dataset; level of theory: ωB97M-V/def2-TZVPD.

Results
Expectation value of S²: 6.03
Net charge: +2
2S+1: 5
Energy above the lowest of the compared OMol25 structures with the same formula, charge and spin in eV: 0.467

CARTESIAN COORDINATES (ANGSTROEM)
Ru  0.7755  -0.1621  0.2891
S  1.0628  -0.1447  2.6623
C  2.0805  -1.5186  2.2653
C  2.8546  -2.2965  3.0928
C  3.5601  -3.3479  2.5008
C  3.4711  -3.5671  1.1367
C  2.6759  -2.7278  0.3663
N  2.0054  -1.7348  0.9426
H  2.9041  -2.0942  4.1529
H  4.1764  -3.9909  3.1145
H  4.0036  -4.3784  0.6625
H  2.5660  -2.8417  -0.7036
C  -0.2712  3.7297  0.3418
C  0.3386  2.3813  0.3349
O  1.5155  2.1169  0.5907
O  -0.4417  1.3470  0.0458
H  0.4872  4.4865  0.5157
H  -1.0235  3.7670  1.1321
H  -0.7880  3.9046  -0.6016
C  4.2083  0.7495  -0.1152
C  3.2999  0.7288  -1.3011
N  3.6486  1.4201  -2.3690
O  2.2198  0.0716  -1.3229
H  5.2319  0.9887  -0.3941
H  4.1896  -0.2192  0.3786
H  3.8457  1.5109  0.5767
H  4.5210  1.9222  -2.4101
H  3.0415  1.4410  -3.1741
N  -0.9499  -0.6084  -2.9544
C  -1.6325  -0.6860  -1.8126
S  -0.8973  -1.6027  -0.5009
N  -2.8311  -0.1552  -1.7390
C  -3.8218  -0.0020  -0.6944
C  -3.5894  -0.1779  0.6600
C  -4.6468  0.0151  1.5399
C  -5.9025  0.3843  1.0850
C  -6.1135  0.5733  -0.2729
C  -5.0713  0.3809  -1.1637
H  -0.0541  -1.0615  -3.0268
H  -1.3274  -0.1677  -3.7801
H  -3.1809  0.2212  -2.6143
H  -2.6224  -0.4440  1.0489
H  -4.4752  -0.1263  2.5982
H  -6.7132  0.5284  1.7851
H  -7.0854  0.8662  -0.6435
H  -5.2442  0.5204  -2.2249

***

Record 7
A molecular structure, C16H21BCl2O4V. Source: the OMol25 dataset; level of theory: ωB97M-V/def2-TZVPD.

Results
Expectation value of S²: 0.79
Net charge: -2
2S+1: 2

CARTESIAN COORDINATES (ANGSTROEM)
C  -0.7960  0.6979  -2.6892
C  -1.6235  -0.4198  -2.3060
C  -0.7873  -1.5513  -2.1100
C  -3.1022  -0.4333  -2.4397
C  0.5827  -1.1484  -2.2791
C  0.5999  0.2383  -2.6996
C  1.7871  1.0646  -3.0049
C  -1.2817  2.0403  -3.0890
C  -1.2795  -2.9551  -2.0379
C  1.7542  -2.0709  -2.3701
V  -0.1182  0.4314  -0.7711
Cl  -1.8979  -0.0786  0.7956
Cl  0.0606  2.4721  -0.1301
O  1.3314  -0.2353  0.6997
H  -3.5241  0.5317  -2.1748
H  -3.5348  -1.2096  -1.8161
H  -3.4504  -0.6371  -3.4536
H  -2.1164  -3.0209  -1.3426
H  -0.4887  -3.6399  -1.7317
H  -1.6611  -3.3552  -2.9845
H  1.6438  -2.9053  -1.6735
H  2.6762  -1.5261  -2.1673
H  1.8815  -2.5308  -3.3605
H  2.6704  0.6584  -2.5074
H  1.6626  2.1058  -2.7015
H  1.9729  1.0478  -4.0801
H  -2.1158  2.3474  -2.4529
H  -1.6537  2.0424  -4.1141
H  -0.4809  2.7797  -3.0297
H  2.0732  -1.0061  0.5440
O  2.7882  4.1219  -0.5810
H  3.7604  4.1539  -0.4117
O  -0.2008  -1.0487  2.7880
B  0.0415  0.1196  1.9118
O  0.4744  1.2734  2.7318
C  0.4664  0.7837  4.0232
C  0.7263  1.4665  5.1927
C  0.4938  0.8440  6.4768
C  -0.0101  -0.4664  6.5145
C  -0.2769  -1.1675  5.2791
C  -0.0089  -0.5721  4.0595
H  1.1051  2.4803  5.1781
H  0.7151  1.3875  7.4423
H  -0.1796  -0.9427  7.5221
H  -0.6790  -2.1675  5.3503

***

Record 8
2 unconnected molecules or ions with the total composition C16H21BF2N. Source: the OMol25 dataset; level of theory: ωB97M-V/def2-TZVPD.

Results
Net charge: +1
2S+1: 1

CARTESIAN COORDINATES (ANGSTROEM)
F  3.4327  -0.3306  -2.6234
C  3.4076  0.3682  -1.4419
C  4.5769  0.9683  -0.9872
C  4.5452  1.6381  0.2453
C  3.3878  1.6568  1.0193
C  2.1896  1.0549  0.5495
C  0.9585  1.0644  1.2979
C  -0.2496  1.6241  0.8157
C  -1.3183  1.8446  1.7352
C  -2.5176  2.4087  1.3195
C  -2.7097  2.7917  -0.0145
C  -1.6711  2.5776  -0.9147
F  -1.8653  2.9211  -2.2292
C  -0.4533  2.0330  -0.5375
C  2.2236  0.4364  -0.7285
H  5.4769  0.9153  -1.5885
H  5.4353  2.1533  0.5874
H  3.3648  2.1926  1.9697
H  0.9967  0.8636  2.3775
H  -1.1487  1.6107  2.7888
H  -3.3079  2.5743  2.0428
H  -3.6318  3.2523  -0.3501
H  0.3498  1.9604  -1.2711
H  1.3216  -0.0249  -1.1310
C  -1.7694  -3.7018  -0.3635
N  -1.3216  -2.2852  -0.1686
C  -1.1582  -1.7209  -1.5401
C  -2.4519  -1.5851  0.5085
B  0.0322  -2.0953  0.6999
H  0.2382  -0.8454  0.9320
H  -2.6968  -3.6453  -0.9529
H  -1.0180  -4.2751  -0.9185
H  -1.9752  -4.1799  0.6003
H  -2.1250  -1.8131  -2.0449
H  -0.8521  -0.6738  -1.4833
H  -0.4008  -2.3005  -2.0776
H  -3.3293  -1.6781  -0.1384
H  -2.6374  -2.0729  1.4690
H  -2.1942  -0.5360  0.6716
H  -0.1151  -2.6154  1.7927
H  0.9808  -2.5311  0.0827

***

Max |F| in eV/A, matching the order above: 1.28; 8.51; 5.97; 5.63; 1.08; 0.76; 4.51; 1.64
Energy in Eh, matching the order above: -3551.431407; -2244.476301; -2034.804547; -881.667075; -1086.747373; -1957.200778; -2812.512863; -901.308430